The following is a quantum chemistry calculation of a molecular structure, C22H43N6O3V in a non-equilibrium geometry, from the OMol25 dataset.

**Electronic energy**: -64281.528 eV

Each line ends with the Mulliken charge.
Cartesian coordinates (Å):
N 0.9799 -0.7719 -2.0453  0.882
H 3.3648 -0.1947 -2.8627  0.110
N 1.7258 -1.3635 0.3670  1.062
H 0.2453 -1.8369 5.6070  0.370
C -2.1305 -0.5922 3.3693  2.628
H -0.4452 3.1476 -1.9352  0.189
H -3.3275 0.2307 4.9558  0.457
C 0.6212 0.4113 -2.7883  -0.116
H 2.9702 -2.6231 -0.8136  0.286
H -3.7461 2.4549 3.9657  0.486
N -1.0884 -0.4824 1.0270  1.910
C -1.0854 -0.0980 2.3420  -1.575
C -0.4334 -1.0467 5.2689  -1.368
O -2.1737 -1.5057 -0.7269  -0.734
H 3.3816 2.1983 0.4019  0.326
H 1.5537 2.2353 -3.3489  0.553
H 0.2661 -3.0834 -4.4390  0.518
H 0.6194 -1.3737 -4.7389  0.316
H 3.3184 0.4483 0.7199  0.203
H -1.9029 3.1318 -3.8431  0.504
H -0.9268 -0.6220 6.1517  0.372
C 2.9849 -1.6355 -0.3230  -1.920
H -2.0874 2.3553 -0.3006  0.223
C 4.1134 1.8096 -3.2566  -0.949
H -2.9613 2.8827 -1.7436  0.469
H 0.1506 -0.2616 4.7750  0.290
H -4.2617 1.1937 2.8281  0.287
H 1.0891 -1.4518 2.3768  0.067
H 5.1610 1.6460 -2.9953  0.299
C -0.9698 2.2000 -2.1798  0.306
H 2.0082 -2.3338 -2.9071  0.265
C 0.3691 -3.1290 -1.7842  -1.406
V 0.5086 -0.0613 -0.3192  -1.362
N -0.1027 1.1153 -1.7880  0.756
H 2.7993 1.5940 1.9833  0.283
H -0.4016 2.3104 -4.2946  0.291
C -3.3918 1.6430 3.3209  -1.236
N -3.1585 -1.5685 1.3259  0.100
C -3.3029 -1.2922 2.6731  -0.365
H 1.0683 -3.0189 1.5121  0.246
H 2.6226 -2.2943 2.0219  0.400
H -0.2728 2.5510 0.3108  0.241
H 3.8241 -1.6207 0.3914  0.539
H -0.9872 -2.3987 3.6659  0.363
H 0.7918 2.8558 1.7027  0.329
H -2.7229 2.0745 2.5666  0.207
H -0.6640 -2.8625 -1.5223  0.172
H 0.3706 -4.0932 -2.3093  0.508
H 3.1670 -0.8766 -1.0951  0.471
C -1.4551 -1.6314 4.3039  -1.120
H 3.8245 2.8050 -3.5937  0.271
C 2.8083 1.3973 0.8980  -1.114
C -2.6631 0.6219 4.1712  -1.082
N 1.4649 1.3728 0.3704  1.260
H 0.9386 -3.2367 -0.8585  0.151
O -4.3333 -1.6256 3.2451  -0.665
C -2.1182 -1.2001 0.4664  -0.444
O -0.1681 0.6427 2.7335  -0.654
H -1.8089 1.0900 4.6756  0.439
H -0.0807 0.1478 -3.5935  0.902
H -3.9140 -2.0806 0.8814  0.311
H 1.5616 0.9620 -4.5613  0.423
C 1.6140 -2.0641 1.6306  -1.009
C 0.7714 2.6147 0.6280  -1.359
C 3.1671 0.8536 -3.1385  0.024
H -1.8880 1.3625 -3.9607  0.330
C 0.9539 -2.0681 -2.6968  0.252
C 1.7186 1.1569 -3.4851  -0.987
H 1.2524 3.4381 0.0739  0.307
H -0.8674 -1.8588 -3.8435  0.289
H -2.7077 1.1413 -1.4462  0.189
C -1.2953 2.2377 -3.6674  -1.569
H -2.2488 -2.1378 4.8738  0.607
C 0.1945 -2.0755 -4.0148  -1.691
C -2.2518 2.1380 -1.3618  -1.313


The following is a quantum chemistry calculation of a molecular structure, C22H43N9O15S in a non-equilibrium geometry, from the OMol25 dataset.

**Electronic energy**: -78449.425 eV

Each line ends with the Mulliken charge.
Cartesian coordinates (Å):
O 5.0836 -5.3082 -5.6974  -0.501
N 3.8874 0.0285 3.9718  -0.666
N 2.2596 -2.3802 -4.7563  0.962
H 4.1363 -1.5236 -4.4264  0.313
C 0.4217 2.1881 -3.2969  -0.584
H -4.5796 -2.0317 -6.0787  0.283
H -0.6912 -2.3894 5.3564  0.245
C -1.0865 4.0848 -2.2763  -0.579
H -3.7148 -0.8460 -7.1012  0.311
O -3.4451 3.5006 3.2281  -0.496
O 1.5569 -2.3070 -5.7434  -0.560
C 1.2193 -1.6267 1.4165  -0.484
O -1.1773 4.2354 0.1326  -0.445
C 0.1471 6.1132 2.0233  -0.625
C -3.6213 -1.5709 -6.3004  -0.753
C 2.2940 -1.7591 3.5732  -0.943
O -3.8302 -4.5139 7.4426  -0.521
O 7.0206 -4.7458 -6.4658  -0.509
H 2.4440 -2.2239 4.5459  0.452
C 1.5920 0.1964 -0.3243  -0.348
H -2.8717 -2.3202 -6.5394  0.295
O 0.7953 6.0512 4.2371  -0.558
N -2.0800 -3.3281 4.0878  0.944
H 0.0645 2.9000 -0.7873  -0.522
H -4.0966 -5.2153 5.1698  0.069
H 7.4079 -4.6663 -3.9077  0.282
C -2.4993 4.7355 4.9360  -0.632
C 0.1759 -0.2579 -2.4620  -0.850
O 1.8620 -2.4501 -3.6117  -0.513
H -0.4417 -1.1437 -2.6576  0.260
H 3.9422 -2.3172 -6.0176  0.315
O -3.0155 -1.5414 -4.0765  -0.501
H -2.1572 2.4395 -0.3732  0.253
H -1.1398 5.1699 -2.4644  0.304
H 1.0233 2.0423 -4.2100  0.483
H 0.5532 4.6095 -0.8830  0.379
H -2.3743 4.6300 6.0076  0.304
H -5.7591 -5.7719 5.5166  0.272
C 2.7884 0.0692 1.9216  0.506
C 0.1697 0.0081 -0.9134  0.582
O 0.8860 7.9546 3.2224  -0.553
C 2.9961 -0.5831 3.1884  0.778
H 0.8191 -3.1736 2.9031  0.543
O -2.9867 0.3332 -5.1439  -0.497
H -2.1326 3.7670 -2.1879  0.354
N 0.6528 6.7656 3.2619  0.943
C -1.9607 3.1075 0.4821  -0.641
C -0.2972 3.9201 -0.9729  0.400
H -1.4825 1.1591 -2.8063  0.370
O -5.1907 -6.0847 8.0264  -0.547
C 3.7339 -2.3836 -4.9556  -0.808
H -0.8245 5.6866 2.2499  0.175
H 7.6484 -6.3330 -4.5200  0.295
H -0.6473 0.6000 -4.2344  0.377
C -1.7474 -2.3124 5.1231  -0.705
C -0.4805 0.9249 -3.1949  -0.528
H 2.3775 -0.0535 -1.0526  0.383
O -3.5400 2.6863 5.2244  -0.540
C 1.8331 -0.5016 1.0094  0.289
H 1.2023 -0.4568 -2.7762  0.191
C 1.4130 -2.2760 2.6955  -0.783
S 4.3948 1.3126 3.1255  0.120
O -3.2337 -3.3723 3.7139  -0.555
H 1.1437 2.2768 -2.4742  0.323
H -4.3781 -6.8984 5.7040  0.281
C -4.7100 -5.8669 5.7813  -0.440
H 0.1274 4.1809 -4.1439  0.421
H 0.5108 -2.1063 0.7404  0.398
H 4.1158 -3.3129 -4.5445  0.273
H -1.9843 -1.3357 4.7097  0.325
N 6.2878 -5.1700 -5.5995  0.838
H 1.7202 1.2738 -0.1232  0.404
H -3.1020 5.6079 4.6988  0.292
N -4.5649 -5.4536 7.2034  0.892
H 0.8570 5.3397 1.7468  0.305
N 3.5451 1.1494 1.7572  -0.611
C 6.9234 -5.5525 -4.3083  -0.705
H -1.4856 2.4886 1.2634  0.213
H -1.2673 3.1293 -4.1938  0.226
C -0.4359 3.4516 -3.5449  -0.979
H -0.4368 0.8960 -0.6955  -0.877
H -1.5345 4.7768 4.4361  0.188
N -3.1701 -0.8645 -5.0710  0.873
H -2.3573 -2.5283 5.9971  0.277
H 6.1523 -5.9113 -3.6356  0.309
O -1.1836 -4.0432 3.6863  -0.548
H -0.3733 -0.8311 -0.4630  0.583
H 0.0662 6.8606 1.2424  0.316
H -2.9395 3.4533 0.8310  0.255
N -3.2231 3.5392 4.4221  0.882


The following is a quantum chemistry calculation of a molecular structure, C22H44BCl2N2O10PS in a non-equilibrium geometry, from the OMol25 dataset.

**Electronic energy**: -92821.342 eV

Each line ends with the Mulliken charge.
Cartesian coordinates (Å):
C -4.2389 -1.5623 2.1087  -0.475
H 2.7828 -1.1936 4.0268  0.431
P 2.5639 3.0216 0.8455  -0.124
H -2.9865 -3.8881 0.4715  0.396
H 4.4534 1.3072 -7.4906  0.233
H -0.7488 0.4245 -3.2739  0.805
H -4.5354 -1.2537 1.0554  0.345
H 0.6942 4.4206 0.6171  0.313
H 3.3334 2.3485 -4.3721  0.264
H 2.1781 2.6170 5.3731  0.310
H -2.9508 -3.2253 2.9792  0.374
C 2.9210 -0.6750 3.0051  -0.146
H -5.3182 -4.7693 3.6940  0.303
N 1.1213 3.8711 1.3707  -0.518
O 0.0981 1.9211 4.1816  -0.609
H 3.9162 1.2953 -1.5440  0.478
H 1.0539 2.5524 -3.0191  0.090
C 3.1169 0.4908 -1.7386  -0.700
C -5.5002 -3.5236 1.8636  0.685
H 2.8306 1.8270 -6.8119  0.250
H 2.3853 -1.6240 0.9550  -0.181
C -2.3418 -3.0189 0.8485  -0.812
H -1.0445 -1.3005 -2.7720  0.367
N -2.8353 0.8006 -3.7739  0.160
O -5.3082 -2.3660 2.6864  -0.471
H -6.1281 -5.6254 2.2017  0.327
C 2.8854 0.3665 -3.3414  -0.089
H -2.0120 -2.5820 -1.2980  0.316
H -4.1061 -0.5970 2.7192  0.255
C 2.1132 -3.1311 2.6710  -1.145
C -2.1361 -1.9354 -0.3490  -0.267
H 0.4405 3.2779 1.8638  0.202
H -0.8186 -0.7824 1.0173  -0.984
H -2.0668 -1.6607 2.6411  -0.183
H 2.2069 -4.1145 2.1091  0.349
H -4.2482 -5.3370 2.2698  0.199
O 4.1094 0.7251 -5.4621  -0.373
O -2.7056 0.0880 -2.6054  -0.165
H 1.0258 -2.8549 2.9335  0.166
H 3.2442 0.6745 0.6701  0.389
C 2.8887 -1.9043 1.9342  0.164
H 3.9655 -2.2751 1.8072  0.386
O -5.7954 -3.4193 0.6507  -0.549
H -3.3994 3.7698 -2.2947  0.382
Cl -2.6839 1.2032 0.6811  -0.170
O 1.2422 0.5862 1.4779  0.631
C 1.6262 0.2395 2.8024  -0.289
B 1.4625 1.4531 3.9172  1.093
H 0.7730 -0.4736 3.1519  -0.556
O 3.7613 3.1435 2.1049  -0.412
C -5.2786 -4.9429 2.5676  -0.848
H 4.4135 2.6979 -6.2993  0.282
S 1.6737 2.7910 -1.7875  -0.191
H -3.6004 3.5955 -0.4935  0.325
H 3.3411 3.7148 2.7862  0.317
C -2.8548 -2.3643 2.2158  0.012
H -0.3352 1.1550 4.6273  0.281
O 0.7867 0.1356 -1.3821  -0.528
H 0.0639 -1.8029 -0.2039  0.214
H -1.3389 2.5054 -2.5020  0.262
H -1.1349 3.6859 -1.1284  0.219
H -0.4585 2.0389 0.3047  -0.923
H 4.8179 1.6000 -3.5882  0.219
H 1.8316 0.6509 -3.6616  -0.259
H -3.9025 2.1309 -1.6773  0.278
Cl 4.5326 0.1696 3.0716  -0.154
H -1.2914 -3.4726 1.0161  0.280
C -1.3021 -0.2147 -2.4853  -1.470
C -1.1978 1.5188 -0.4089  1.588
C -0.8289 -1.0778 -0.0863  0.158
O 2.5146 2.1013 4.6093  -0.629
H 3.0501 -0.7117 -3.7134  0.413
O -3.9531 0.7668 -4.1663  -0.406
H 2.6234 -3.3020 3.6936  0.385
C -0.6010 0.2111 -1.0750  1.134
C -1.6671 2.7029 -1.4136  -0.342
C 3.8749 1.3497 -4.1774  -0.338
C -3.2314 3.0262 -1.4242  -1.319
H 3.3810 -0.5280 -1.3047  0.154
C 2.1884 1.1376 0.5822  -0.028
C 3.9402 1.6816 -6.5404  -0.589
C 1.7506 1.0562 -1.0056  -0.065
H -3.0926 -1.3380 -0.5088  0.125